No. 1
A molecular structure, C4H11N2O at a distorted geometry. Source: the Open Molecules 2025 dataset; level of theory: ωB97M-V/def2-TZVPD.

Structure (ORCA input):
```
! RIJCOSX wB97M-V def2-TZVPD def2/J DEFGRID3
* xyz -1 1
N -1.409 1.556 -0.666
C -1.482 0.185 -0.257
C -1.176 -0.762 -1.450
N -0.413 -0.333 -2.542
C 1.643 0.502 0.756
C 1.464 -0.841 1.609
O 1.303 -0.574 2.920
H -0.805 1.398 -1.543
H -2.330 1.753 -1.197
H -0.839 -0.075 0.587
H -2.459 -0.043 0.011
H -1.280 -1.789 -0.987
H 0.134 -0.671 -1.465
H 0.876 0.430 -0.052
H 1.370 1.438 1.374
H 2.646 0.728 0.318
H 0.465 -1.299 1.177
H 2.293 -1.604 1.408
*
```

Properties
HOMO in eV: -2.4286
Energy relative to the best compared isomer or geometry (same formula, charge and spin) in kJ/mol: 594.64
LUMO energy in eV: 3.15



No. 2
A molecular structure, C15H27PRhTe4. Source: the Open Molecules 2025 dataset; level of theory: ωB97M-V/def2-TZVPD.

Structure (ORCA input):
```
! RIJCOSX wB97M-V def2-TZVPD def2/J DEFGRID3
* xyz 1 1
Rh 0.020 0.528 -0.255
C -0.812 -2.300 1.523
C -0.042 -1.675 0.389
C 1.309 -1.223 0.591
C 2.026 -1.443 1.899
C 2.034 -0.674 -0.487
C 3.437 -0.174 -0.285
C 1.449 -0.638 -1.785
C 2.274 -0.182 -2.956
C 0.132 -1.107 -1.989
C -0.461 -1.078 -3.372
C -0.616 -1.652 -0.906
C -1.967 -2.264 -1.177
H -0.630 -3.378 1.551
H -1.881 -2.149 1.410
H -0.528 -1.897 2.489
H 2.933 -2.021 1.714
H 1.433 -1.998 2.616
H 2.332 -0.507 2.362
H 4.160 -0.963 -0.503
H 3.601 0.153 0.738
H 3.651 0.667 -0.940
H 3.323 -0.423 -2.802
H 2.196 0.899 -3.099
H 1.959 -0.670 -3.874
H -0.165 -1.975 -3.923
H -0.120 -0.215 -3.939
H -1.547 -1.047 -3.347
H -2.749 -1.507 -1.253
H -2.256 -2.971 -0.406
H -1.948 -2.811 -2.118
Te 0.790 2.869 -1.210
Te -2.729 4.928 -3.404
Te -3.469 3.702 -1.193
Te -1.561 1.917 -1.989
C -0.950 3.300 1.770
P -0.866 1.501 1.588
C -2.578 0.972 1.880
C -0.006 1.044 3.121
H -1.500 3.516 2.689
H -1.457 3.766 0.927
H 0.055 3.713 1.840
H -2.956 1.396 2.811
H -2.630 -0.114 1.935
H -3.207 1.304 1.053
H -0.514 1.501 3.972
H 1.018 1.414 3.084
H 0.014 -0.034 3.261
*
```

Properties
HOMO (spin up / spin down) in eV: -9.2237 / -9.2286
Energy relative to the best compared isomer or geometry (same formula, charge and spin) in kJ/mol: 139.16
LUMO energy (spin up / spin down) in eV: -4.62 / -4.61



No. 3
6 unconnected molecules or ions with the total composition C34H28BNO23 at a distorted geometry. Source: the Open Molecules 2025 dataset; level of theory: ωB97M-V/def2-TZVPD.

Structure (ORCA input):
```
! RIJCOSX wB97M-V def2-TZVPD def2/J DEFGRID3
* xyz 0 1
N -4.216 0.954 -1.936
B -3.253 0.875 -3.050
O -2.218 0.049 -2.866
C -3.525 1.714 -4.392
C -3.449 0.891 -5.666
O -2.071 0.938 -6.014
C -1.460 2.035 -5.488
O -0.333 2.197 -5.569
C -2.551 2.830 -4.820
H -4.697 1.846 -1.978
H -4.939 0.269 -2.142
H -1.608 0.052 -3.615
H -4.466 2.219 -4.203
H -3.743 -0.143 -5.584
H -4.090 1.318 -6.433
H -2.270 3.560 -4.084
H -3.082 3.336 -5.618
O 4.731 -2.068 -3.500
C 3.720 -1.405 -3.366
C 2.643 -1.755 -2.451
C 1.555 -0.979 -2.370
O 0.539 -1.247 -1.556
C 1.408 0.259 -3.207
O 0.386 0.908 -3.090
C 2.491 0.621 -4.108
C 3.578 -0.155 -4.185
O 4.604 0.121 -4.984
H 2.762 -2.649 -1.855
H -0.127 -0.542 -1.693
H 2.375 1.522 -4.694
H 5.249 -0.601 -4.849
O -7.445 2.060 4.648
C -7.046 1.546 3.621
C -6.056 2.158 2.745
C -5.678 1.534 1.629
O -4.757 2.036 0.796
C -6.250 0.215 1.228
O -5.854 -0.256 0.181
C -7.224 -0.416 2.109
C -7.600 0.204 3.235
O -8.481 -0.316 4.081
H -5.646 3.113 3.042
H -4.655 1.381 0.063
H -7.616 -1.380 1.817
H -8.574 0.333 4.806
O 1.661 -0.217 3.604
C 0.476 0.058 3.617
C -0.194 0.784 2.549
C -1.500 1.070 2.640
O -2.144 1.725 1.682
C -2.312 0.659 3.838
O -3.491 0.958 3.883
C -1.645 -0.089 4.896
C -0.342 -0.376 4.798
O 0.312 -1.060 5.733
H 0.402 1.076 1.695
H -3.074 1.819 1.971
H -2.242 -0.395 5.744
H 1.236 -1.132 5.415
O 5.437 2.637 -1.512
C 6.468 2.820 -2.132
C 7.099 1.804 -2.961
C 8.242 2.074 -3.602
O 8.859 1.186 -4.374
C 8.911 3.412 -3.491
O 9.958 3.584 -4.086
C 8.270 4.437 -2.678
C 7.124 4.167 -2.041
O 6.493 5.060 -1.288
H 6.609 0.843 -3.031
H 9.659 1.633 -4.713
H 8.752 5.403 -2.618
H 5.697 4.609 -0.943
O 3.252 -5.592 3.787
C 2.225 -5.619 4.438
C 1.561 -6.850 4.848
C 0.424 -6.795 5.552
O -0.224 -7.883 5.954
C -0.204 -5.488 5.940
O -1.247 -5.512 6.565
C 0.472 -4.259 5.548
C 1.609 -4.315 4.848
O 2.266 -3.220 4.470
H 2.021 -7.785 4.562
H -1.011 -7.565 6.439
H 0.025 -3.320 5.843
H 3.051 -3.526 3.974
*
```

Properties
HOMO in eV: -9.5556
SMILES string: NB(O)[C@@H]1COC(=O)C1.O=C1C=C(O)C(=O)C=C1O.O=C1C=C(O)C(=O)C=C1O.O=C1C=C(O)C(=O)C=C1O.O=C1C=C(O)C(=O)C=C1O.O=C1C=C(O)C(=O)C=C1O
LUMO energy in eV: -1.46